207
Properties=species:S:1:pos:R:3 method="wB97M-V/def2-TZVPD" total_charge=+5 fmax_ev_per_a=9.91 orbital_gap_ha=0.1989 total_energy_ev=-113790.768 lumo_ev=-11.20 homo_energy_ev=-16.61
P 0.394 1.621 -2.161
F 0.185 0.008 -2.092
F -0.112 1.659 -3.761
F -1.117 1.646 -1.736
F 0.441 3.230 -2.209
F 0.803 1.611 -0.614
F 1.923 1.489 -2.738
C 3.424 -9.459 -9.438
C 2.979 -8.007 -9.822
C 4.090 -7.017 -9.529
N 4.140 -6.229 -8.169
C 4.128 -7.263 -7.022
C 3.911 -6.670 -5.617
C 2.693 -5.704 -5.579
C 2.805 -4.561 -6.639
C 2.998 -5.200 -8.043
C 5.505 -5.535 -8.176
H 4.366 -9.852 -9.819
H 2.771 -10.205 -9.891
H 3.382 -9.609 -8.359
H 1.982 -7.766 -9.452
H 2.834 -7.999 -10.902
H 4.044 -6.134 -10.166
H 5.036 -7.550 -9.621
H 3.183 -7.789 -7.164
H 4.931 -7.998 -7.062
H 3.897 -7.457 -4.863
H 4.866 -6.228 -5.329
H 1.727 -6.202 -5.658
H 2.698 -5.233 -4.596
H 1.924 -3.920 -6.670
H 3.598 -3.898 -6.294
H 2.091 -5.785 -8.194
H 3.174 -4.508 -8.867
H 5.547 -4.809 -8.988
H 6.250 -6.292 -8.421
H 5.667 -4.901 -7.304
C -0.384 5.037 -9.242
C -1.712 4.386 -9.571
C -2.499 5.008 -10.757
N -3.459 4.038 -11.452
C -4.176 4.830 -12.566
C -3.172 5.322 -13.630
C -2.510 4.194 -14.327
C -1.781 3.373 -13.236
C -2.711 2.879 -12.100
C -4.574 3.712 -10.451
H 0.077 4.544 -8.387
H -0.471 6.054 -8.859
H 0.293 5.117 -10.093
H -2.309 4.331 -8.661
H -1.453 3.328 -9.605
H -1.775 5.315 -11.511
H -2.988 5.943 -10.485
H -4.606 5.709 -12.087
H -4.947 4.154 -12.935
H -2.456 6.067 -13.285
H -3.631 6.003 -14.346
H -1.845 4.695 -15.031
H -3.245 3.577 -14.843
H -0.934 3.971 -12.901
H -1.309 2.497 -13.681
H -2.134 2.118 -11.575
H -3.601 2.350 -12.441
H -5.311 3.087 -10.955
H -5.031 4.664 -10.181
H -4.250 3.205 -9.542
C 0.590 -1.259 6.495
C 0.982 -2.685 6.953
C 1.659 -2.671 8.406
C 2.265 -4.072 8.593
P 3.469 -4.262 9.996
C 2.574 -4.241 11.573
C 2.185 -2.732 11.936
C 1.112 -2.756 12.913
C 0.816 -1.462 13.783
C 4.334 -5.968 9.809
C 3.339 -7.154 9.937
C 3.970 -8.539 10.175
C 2.986 -9.670 10.337
C 4.870 -3.129 9.923
C 5.655 -3.068 8.600
C 6.845 -2.021 8.607
C 7.884 -2.264 7.499
H 0.213 -1.145 5.479
H 1.447 -0.588 6.563
H -0.201 -0.838 7.116
H 1.659 -3.058 6.184
H 0.070 -3.281 6.955
H 0.931 -2.428 9.180
H 2.456 -1.929 8.448
H 2.936 -4.232 7.749
H 1.567 -4.879 8.820
H 3.285 -4.460 12.370
H 1.799 -5.007 11.583
H 1.981 -2.186 11.015
H 3.094 -2.267 12.318
H 1.229 -3.580 13.617
H 0.191 -3.044 12.406
H 1.769 -1.063 14.129
H 0.121 -1.428 14.622
H 0.376 -0.671 13.175
H 5.012 -5.939 10.662
H 4.754 -5.952 8.803
H 2.637 -7.319 9.120
H 2.729 -6.991 10.825
H 4.567 -8.465 11.084
H 4.652 -8.695 9.340
H 2.351 -9.930 9.491
H 2.183 -9.398 11.021
H 3.470 -10.598 10.644
H 5.496 -3.397 10.775
H 4.456 -2.145 10.145
H 4.990 -2.592 7.880
H 6.038 -4.042 8.294
H 7.186 -1.897 9.635
H 6.403 -1.064 8.328
H 7.578 -2.979 6.735
H 8.791 -2.682 7.936
H 8.039 -1.399 6.854
C 6.618 5.523 3.767
C 5.454 4.974 2.907
C 4.114 5.878 3.161
C 4.152 7.241 2.602
C 4.221 7.058 1.120
C 5.598 6.425 0.650
N 5.737 5.071 1.367
O 6.655 4.073 0.981
C 6.828 7.269 0.944
C 5.460 6.145 -0.860
C 4.963 3.486 3.127
H 7.579 5.573 3.255
H 6.749 4.889 4.644
H 6.396 6.460 4.277
H 4.064 6.007 4.243
H 3.266 5.253 2.882
H 4.916 7.933 2.955
H 3.276 7.712 3.048
H 4.120 7.999 0.580
H 3.424 6.420 0.737
H 7.728 6.657 0.898
H 6.874 7.678 1.954
H 6.927 8.177 0.349
H 5.313 7.067 -1.423
H 4.602 5.503 -1.059
H 6.326 5.652 -1.301
H 4.234 3.389 3.932
H 5.824 2.890 3.431
H 4.561 2.955 2.264
C -6.116 -4.861 -0.330
C -6.213 -4.104 -1.725
C -6.988 -4.987 -2.691
C -7.403 -4.391 -3.995
C -8.322 -3.199 -3.724
C -7.770 -2.023 -2.774
N -6.854 -2.671 -1.668
O -6.292 -1.804 -0.740
C -8.962 -1.364 -2.068
C -6.967 -1.024 -3.690
C -4.797 -4.078 -2.293
H -6.330 -5.920 -0.477
H -6.889 -4.592 0.389
H -5.109 -4.854 0.088
H -7.958 -5.191 -2.237
H -6.504 -5.943 -2.888
H -7.868 -5.126 -4.651
H -6.509 -4.045 -4.514
H -9.272 -3.554 -3.323
H -8.515 -2.778 -4.711
H -8.708 -0.534 -1.407
H -9.400 -2.141 -1.443
H -9.700 -0.994 -2.779
H -6.179 -1.598 -4.178
H -6.347 -0.204 -3.329
H -7.632 -0.411 -4.298
H -4.833 -3.504 -3.219
H -4.224 -4.988 -2.470
H -4.089 -3.492 -1.707
C -4.953 6.936 1.166
C -5.666 6.089 2.229
C -4.638 5.115 2.997
C -3.791 5.892 3.982
C -4.592 6.520 5.079
C -5.815 7.299 4.714
N -6.442 6.922 3.309
O -7.575 7.667 2.895
C -5.314 8.730 4.513
C -6.873 7.115 5.786
C -6.802 5.193 1.634
H -4.173 7.533 1.640
H -5.771 7.476 0.689
H -4.459 6.227 0.502
H -4.031 4.558 2.283
H -5.163 4.352 3.571
H -3.261 6.658 3.415
H -2.933 5.333 4.355
H -3.822 6.946 5.722
H -4.820 5.640 5.680
H -6.026 9.553 4.572
H -4.803 8.844 3.557
H -4.627 8.931 5.335
H -7.283 6.107 5.727
H -7.746 7.746 5.624
H -6.633 7.376 6.817
H -7.117 4.430 2.346
H -6.481 4.558 0.809
H -7.654 5.802 1.332